12 unconnected molecules or ions with the total composition C62H137F6N7O18S2, computed with wB97M-V/def2-TZVPD.

The geometry in XYZ format:
```
232
Properties=species:S:1:pos:R:3
C 35.71580 2.04962 9.31383
O 34.53954 2.71197 9.78272
C 34.13464 3.78893 8.96994
C 32.94246 4.41274 9.58435
N 33.09716 4.68993 11.11341
H 32.21705 4.91619 11.55420
H 33.35868 3.82623 11.56697
C 34.21568 5.71156 11.48945
C 34.06111 6.02679 12.91909
O 33.99598 4.74530 13.62246
C 32.91586 4.69564 14.59425
H 36.52310 2.76338 9.14980
H 35.44848 1.63089 8.34362
H 36.01438 1.26864 10.01314
H 33.87603 3.42841 7.97432
H 34.93697 4.49024 8.74068
H 32.00246 3.86652 9.50601
H 32.83638 5.34813 9.03490
H 34.10243 6.54533 10.79655
H 35.19866 5.29189 11.27557
H 33.27626 6.74673 13.15104
H 34.96136 6.59945 13.14203
H 32.77365 5.53864 15.27045
H 33.13175 3.95653 15.36575
H 31.93790 4.47619 14.16587
C 36.39974 -0.35465 34.61266
O 36.79234 -0.85432 33.37028
C 37.84986 -0.26330 32.66242
C 38.14868 -0.89658 31.30124
N 36.85641 -1.13027 30.49253
H 36.23895 -0.39065 30.79552
H 36.92568 -1.00593 29.49260
C 36.06068 -2.47349 30.73165
C 35.07822 -2.77597 29.63574
O 35.69868 -2.70270 28.29370
C 34.85023 -2.52899 27.21076
H 35.60412 -1.00066 34.98383
H 36.08848 0.68961 34.58530
H 37.20085 -0.38325 35.35125
H 38.74119 -0.36992 33.28069
H 37.64908 0.80507 32.58264
H 38.68678 -1.84317 31.35147
H 38.69193 -0.14567 30.72755
H 35.65986 -2.47430 31.74527
H 36.84297 -3.23194 30.70226
H 34.20279 -2.13052 29.70716
H 34.62612 -3.76760 29.65473
H 35.00460 -1.53015 26.80262
H 33.82734 -2.77352 27.49713
H 35.03999 -3.26457 26.42908
C 26.86545 3.52938 26.09866
O 27.49497 2.49078 25.50209
C 28.09702 1.61287 26.47945
C 28.91655 0.47779 25.84572
N 29.92743 1.06079 24.80597
H 30.29054 0.30263 24.24613
H 29.48208 1.62412 24.09574
C 31.09918 1.97578 25.29487
C 31.86330 2.47917 24.08818
O 30.92756 3.04330 23.18219
C 31.40327 3.31535 21.85148
H 26.44159 4.23555 25.38467
H 27.60140 4.10420 26.66087
H 26.10843 3.15207 26.78615
H 27.43810 1.36539 27.31174
H 28.81064 2.10968 27.13674
H 28.33802 -0.30012 25.34746
H 29.38642 -0.08073 26.65526
H 31.67920 1.31268 25.93671
H 30.65494 2.80820 25.84062
H 32.19042 1.57901 23.56779
H 32.69902 3.16379 24.23297
H 30.71796 3.01844 21.05756
H 32.19854 2.57390 21.77469
H 31.64228 4.32572 21.51963
C 33.34939 9.78707 17.58258
C 34.84994 9.91060 17.98872
C 35.06782 9.39245 19.45871
N 36.58062 9.04079 19.81979
C 36.63967 8.63403 21.33956
C 35.98363 7.24224 21.55844
C 36.63563 6.18870 20.65740
C 36.65100 6.54762 19.16281
C 37.18485 7.89901 18.94745
C 37.48363 10.36141 19.65691
H 32.65647 10.24496 18.28847
H 32.77121 8.86825 17.48471
H 33.26007 10.28492 16.61705
H 35.03287 10.98513 17.99414
H 35.37545 9.35129 17.21469
H 34.53777 8.44075 19.49651
H 34.67427 10.04261 20.24006
H 36.09958 9.33768 21.97302
H 37.68640 8.66979 21.64152
H 34.91755 7.29436 21.33739
H 35.86232 6.83810 22.56346
H 36.06391 5.28066 20.84900
H 37.63658 6.03964 21.06235
H 35.64049 6.54061 18.75425
H 37.06574 5.73196 18.57055
H 37.18580 8.14540 17.88567
H 38.23621 7.86009 19.23247
H 37.48158 10.65375 18.60685
H 38.50693 10.29586 20.02656
H 36.94275 11.02174 20.33479
C 25.38295 -2.58824 30.54520
C 26.67559 -3.44439 30.57029
C 27.53230 -3.05759 31.77470
N 28.72853 -4.10060 32.06299
C 28.26305 -5.55169 32.58194
C 27.63718 -5.41395 33.96896
C 28.68217 -4.86731 34.86800
C 29.13144 -3.53172 34.46122
C 29.71002 -3.41981 32.99535
C 29.44533 -4.32928 30.73211
H 25.65372 -1.53283 30.57513
H 24.78868 -2.55304 31.45827
H 24.83984 -2.84733 29.63636
H 27.23540 -3.46445 29.63524
H 26.36489 -4.47457 30.74431
H 26.99819 -3.14281 32.72105
H 28.08155 -2.12241 31.66587
H 27.58722 -5.96971 31.83589
H 29.20263 -6.08755 32.71665
H 26.67898 -4.89545 33.93568
H 27.49601 -6.46336 34.22762
H 28.09578 -4.72512 35.77575
H 29.49520 -5.47825 35.26021
H 28.28391 -2.85156 34.54599
H 29.86656 -3.17077 35.18055
H 29.76696 -2.34718 32.81003
H 30.64484 -3.97966 32.96744
H 30.35322 -4.91155 30.88960
H 29.58617 -3.32958 30.32115
H 28.79080 -4.84028 30.02601
C 20.47621 5.95540 21.08359
C 19.08178 5.31603 21.12856
C 18.16424 5.99484 20.13660
N 16.75001 5.38184 20.09540
C 15.84204 6.25405 19.13903
C 15.47812 7.62354 19.79100
C 14.79564 7.53798 21.19238
C 15.74199 6.64045 22.06866
C 16.01160 5.22850 21.44811
C 16.75267 3.96522 19.40228
H 21.15051 5.81463 21.92835
H 20.42720 7.03049 20.91082
H 20.87748 5.57301 20.14504
H 18.69038 5.51918 22.12538
H 19.19351 4.24023 20.99341
H 18.66761 5.90138 19.17433
H 18.08379 7.06471 20.32901
H 16.42052 6.34487 18.21968
H 14.99672 5.60786 18.90247
H 16.37686 8.23607 19.71916
H 14.74177 8.13798 19.17355
H 14.67461 8.46668 21.75003
H 13.80698 7.08267 21.13438
H 16.65597 7.13035 22.40443
H 15.30025 6.58198 23.06343
H 16.60805 4.58637 22.09619
H 15.01632 4.79040 21.37343
H 17.09308 3.08915 19.95429
H 17.20766 4.01799 18.41317
H 15.71934 3.62769 19.32226
C 26.00933 3.27977 20.00539
C 26.05317 1.73261 20.07424
C 24.65856 1.11523 19.71394
N 24.68910 -0.33742 19.22312
C 23.20114 -0.75727 18.98743
C 22.95819 -2.05132 18.17175
C 23.90060 -2.09703 16.87032
C 25.35551 -1.81711 17.27003
C 25.54511 -0.47218 17.93494
C 25.21867 -1.17349 20.40256
H 25.43989 3.61422 20.87256
H 25.56030 3.57256 19.05631
H 27.04571 3.59374 20.12972
H 26.40362 1.40174 21.05190
H 26.82572 1.32355 19.42314
H 24.20429 1.80704 19.00461
H 24.05992 1.05983 20.62315
H 22.84962 0.06271 18.36121
H 22.61368 -0.68944 19.90306
H 21.93116 -2.10205 17.81015
H 23.17562 -2.89697 18.82422
H 23.56752 -1.32706 16.17440
H 23.73874 -2.93243 16.18914
H 25.99664 -1.61052 16.41308
H 25.79147 -2.52730 17.97265
H 25.09470 0.28568 17.29392
H 26.55921 -0.32836 18.30781
H 26.30063 -1.04151 20.39555
H 24.97604 -2.20935 20.16544
H 24.86219 -0.80016 21.36258
C 24.27882 8.50602 29.10700
C 23.96033 9.23759 30.41741
O 23.22256 10.23181 30.28650
O 24.48775 8.78540 31.47001
H 23.40466 8.47161 28.45681
H 24.70840 7.51079 29.22141
H 25.06369 8.99659 28.53130
C 32.46976 -2.52611 19.95024
C 31.32970 -2.02520 20.85657
O 30.78188 -0.99009 20.48819
O 30.99745 -2.62380 21.93348
H 32.65636 -1.86315 19.10539
H 32.44045 -3.55403 19.58883
H 33.37907 -2.48401 20.54982
C 25.68041 2.67611 32.20897
C 25.78866 2.74369 33.76727
O 26.22747 3.74566 34.31667
O 25.36399 1.79781 34.47687
H 26.30096 1.85226 31.85642
H 25.99965 3.59365 31.71468
H 24.63589 2.59483 31.90818
C 29.08539 8.58467 24.35664
F 27.80191 8.80292 24.13500
F 29.36731 9.32799 25.44944
F 29.18524 7.28592 24.69488
S 30.29757 9.04249 22.95377
O 30.04671 10.43564 22.60579
O 31.59903 8.81189 23.53642
O 29.98217 8.06665 21.90368
C 32.24797 1.94329 32.97369
F 32.32111 0.86712 33.72212
F 31.09872 2.60514 33.27948
F 33.25140 2.71527 33.27540
S 32.19340 1.65214 31.06739
O 31.79837 2.94276 30.50540
O 33.53914 1.24040 30.64343
O 31.11142 0.67892 30.85460
```

Summary:
gap between HOMO and LUMO: 0.94 eV
spin multiplicity: 1
charge: +2
highest occupied orbital energy: -5.14 eV

Mulliken atomic charge list, values in e, 99 entries: C -0.749; O -0.352; C -0.581; C -0.723; N -0.218; H 0.385; H 0.451; C -0.563; C -0.575; O -0.360; C -0.685; H 0.333; H 0.312; H 0.253; H 0.543; H 0.415; H 0.413; H 0.317; H 0.423; H 0.317; H 0.432; H 0.348; H 0.270; H 0.308; H 0.284; C -0.755; O -0.267; C -0.617; C -0.539; N -0.072; H 0.248; H 0.418; C -0.672; C -0.520; O -0.393; C -0.673; H 0.245; H 0.327; H 0.310; H 0.428; H 0.431; H 0.352; H 0.350; H 0.343; H 0.376; H 0.455; H 0.406; H 0.226; H 0.316; H 0.277; C -0.833; O -0.183; C -0.778; C -0.704; N -0.197; H 0.389; H 0.370; C -0.677; C -0.610; O -0.298; C -0.663; H 0.226; H 0.353; H 0.345; H 0.566; H 0.408; H 0.375; H 0.401; H 0.461; H 0.351; H 0.462; H 0.384; H 0.239; H 0.310; H 0.283; C -1.557; C -0.172; C -0.704; N 0.123; C -0.715; C -0.604; C -0.719; C -0.552; C -0.850; C -0.963; H 0.445; H 0.353; H 0.399; H 0.343; H 0.154; H 0.301; H 0.563; H 0.467; H 0.411; H 0.330; H 0.422; H 0.436; H 0.265; H 0.287